Entry 1:
Molecular formula: C29H39N4O2RbS
Method: DFT, ωB97M-V/def2-TZVPD

Calculated values
Frontier orbital gap (alpha / beta)   3.451 / 6.171 eV
Expectation value of S²   0.77
Relative energy (zero: lowest compared OMol25 entry of this formula, charge and spin)   1.71 kcal/mol
Net charge   -1
2S+1   2
HOMO (alpha / beta)   -1.385 / -4.106 eV

Geometry (Å):
Rb: 0.9223 -2.6100 0.0331
O: 2.3108 -3.2875 -1.9087
N: 3.5444 -2.9679 -1.6421
C: 4.1734 -2.0733 -2.4368
C: 5.4696 -1.6715 -2.2315
C: 6.1695 -2.2091 -1.1519
C: 5.5363 -3.1188 -0.3397
C: 4.2043 -3.5293 -0.5600
S: 3.4383 -4.6697 0.4347
H: 3.5646 -1.6972 -3.2450
H: 5.9142 -0.9487 -2.9004
H: 7.1897 -1.9049 -0.9531
H: 6.0312 -3.5513 0.5163
C: 3.8472 4.7979 0.0426
C: 3.2238 4.2422 1.3316
C: 2.1882 5.2490 1.8344
C: 4.3115 4.0984 2.4061
C: 2.6177 2.8741 1.0436
C: 3.4418 1.8196 0.5794
C: 2.8494 0.5938 0.3253
N: 1.5656 0.3069 0.4808
C: 0.7392 1.3092 0.9313
C: 1.2865 2.5999 1.2086
C: -0.6467 1.0082 1.1064
C: -1.5866 1.9563 1.6084
C: -2.9136 1.6533 1.7884
C: -3.3260 0.3456 1.4518
C: -2.3629 -0.5298 0.9655
N: -1.0842 -0.2586 0.7825
C: -3.8698 2.7111 2.3335
C: -5.2951 2.1717 2.4769
C: -3.9093 3.9130 1.3780
C: -3.3982 3.1790 3.7180
H: 4.3003 5.7772 0.2239
H: 3.0822 4.9058 -0.7287
H: 4.6183 4.1284 -0.3393
H: 2.6749 6.2081 2.0288
H: 1.7257 4.9104 2.7637
H: 1.4022 5.4136 1.0948
H: 4.7699 5.0682 2.6218
H: 5.0955 3.4133 2.0831
H: 3.8796 3.7052 3.3284
H: 4.5051 1.9462 0.4217
H: 3.4742 -0.2251 -0.0351
H: 0.6215 3.3763 1.5548
H: -1.2360 2.9471 1.8621
H: -4.3472 0.0101 1.5687
H: -2.6614 -1.5471 0.7062
H: -5.6920 1.8455 1.5137
H: -5.9474 2.9582 2.8644
H: -5.3293 1.3296 3.1708
H: -4.2502 3.5992 0.3893
H: -2.9219 4.3611 1.2658
H: -4.5943 4.6793 1.7542
H: -3.3798 2.3394 4.4158
H: -4.0746 3.9433 4.1131
H: -2.3940 3.6004 3.6741
O: -1.3061 -4.1519 -0.1601
C: -2.0230 -4.3118 -1.1353
C: -2.2707 -3.2239 -2.1546
C: -1.7775 -3.5991 -3.5608
C: -2.7689 -4.4432 -4.3623
C: -2.9939 -5.8472 -3.8035
C: -3.5803 -5.8430 -2.3900
N: -2.6214 -5.5130 -1.3528
H: -1.7410 -2.3431 -1.7952
H: -3.3377 -2.9825 -2.1822
H: -0.8210 -4.1226 -3.4789
H: -1.5861 -2.6783 -4.1135
H: -2.4156 -4.5280 -5.3929
H: -3.7319 -3.9213 -4.3966
H: -2.0484 -6.3956 -3.7890
H: -3.6830 -6.3867 -4.4595
H: -3.9679 -6.8335 -2.1563
H: -4.4253 -5.1467 -2.3551
H: -2.3689 -6.2235 -0.6853

Atomic forces in eV per Å
Rb -0.55 0.77 1.12
O 0.46 -0.24 -1.02
N 0.46 0.02 0.08
C 0.15 0.19 -0.15
C -0.10 -0.03 -0.05
C -0.02 -0.07 0.13
C 0.09 0.30 -0.25
C -0.08 -0.19 0.06
S -0.06 -0.20 0.17
H -0.09 -0.06 0.04
H -0.03 0.01 -0.01
H 0.00 -0.03 0.02
H 0.01 -0.03 0.00
C 0.01 -0.02 0.04
C 0.01 0.07 0.01
C 0.03 -0.01 -0.01
C -0.01 0.00 -0.04
C -0.11 -0.13 -0.02
C 0.09 0.06 0.00
C 0.00 -0.01 -0.01
N 0.07 -0.01 -0.03
C -0.05 -0.15 -0.03
C -0.07 0.06 0.03
C 0.06 -0.07 -0.05
C -0.01 0.06 0.01
C 0.23 -0.06 -0.06
C -0.16 0.02 0.03
C 0.04 -0.05 -0.03
N 0.00 -0.10 -0.03
C -0.10 0.05 0.03
C 0.04 0.04 0.00
C -0.01 -0.04 0.02
C -0.01 -0.02 -0.03
H -0.01 -0.01 0.01
H 0.01 0.00 -0.01
H 0.00 0.01 -0.02
H 0.01 0.00 0.00
H -0.02 0.01 -0.02
H -0.01 0.00 0.02
H -0.01 0.00 -0.01
H 0.01 -0.01 0.02
H 0.02 0.00 0.01
H -0.01 -0.02 0.00
H 0.00 0.02 0.01
H 0.03 0.01 0.00
H -0.03 0.03 0.02
H 0.05 -0.01 -0.02
H -0.01 0.02 0.02
H -0.01 -0.01 0.02
H -0.01 0.00 0.00
H -0.02 -0.01 -0.02
H 0.01 0.01 0.00
H 0.00 0.00 -0.01
H 0.00 -0.01 0.00
H 0.02 0.01 0.00
H 0.00 0.00 0.00
H 0.00 0.00 0.00
O -0.23 -0.11 -0.10
C -0.16 -0.13 0.08
C 0.17 -0.01 -0.05
C -0.15 -0.04 -0.03
C 0.11 -0.12 0.07
C -0.06 0.14 0.07
C 0.14 0.07 -0.22
N -0.02 -0.04 0.02
H -0.07 0.03 0.06
H -0.01 0.03 0.02
H 0.04 0.05 -0.03
H 0.03 0.02 0.04
H -0.01 0.03 0.00
H -0.01 0.02 -0.05
H -0.02 -0.05 -0.01
H 0.02 -0.02 0.00
H -0.03 0.01 0.05
H -0.04 -0.05 0.03
H -0.01 0.03 0.04

Atomic partial charges in e from the Löwdin method, atoms 1 to 8:
1 Rb 0.90
2 O -0.41
3 N -0.28
4 C -0.06
5 C -0.10
6 C -0.11
7 C -0.12
8 C -0.78

=====

Entry 2:
Molecular formula: C29H40I2MnN7O2Si2
Method: DFT, ωB97M-V/def2-TZVPD

Calculated values
Frontier orbital gap (alpha / beta)   7.203 / 7.401 eV
Expectation value of S²   1.02
Net charge   +1
2S+1   2
HOMO (alpha / beta)   -9.507 / -9.704 eV

Geometry (Å):
Mn: -0.3740 0.5875 -0.5020
I: 6.4416 2.1700 -4.2451
C: 5.0039 1.3265 -3.0125
C: 5.1443 0.0312 -2.5622
C: 4.1660 -0.5672 -1.7634
I: 4.8157 -2.3615 -0.9060
C: 3.0050 0.1464 -1.4831
O: 1.8215 -0.3831 -0.9073
C: 2.9337 1.5147 -1.7838
C: 1.9828 2.4761 -1.1202
N: 0.5417 2.2915 -1.3581
C: -0.1701 3.4791 -0.8433
C: -1.6271 3.1853 -0.6170
C: -2.5906 4.1785 -0.6109
C: -3.8969 3.8396 -0.2986
C: -4.1921 2.5207 0.0023
C: -3.1759 1.5828 -0.0334
N: -1.9143 1.9025 -0.3484
C: 3.9304 2.0784 -2.5666
H: 6.0293 -0.5368 -2.8102
H: 2.2790 3.4854 -1.4276
H: 2.1193 2.4268 -0.0367
H: 0.3867 2.2256 -2.3645
H: -0.0296 4.3501 -1.4908
H: 0.2780 3.7181 0.1263
H: -2.3152 5.1977 -0.8424
H: -4.6704 4.5946 -0.2873
H: -5.1940 2.2113 0.2603
H: -3.3557 0.5479 0.2067
H: 3.8701 3.1310 -2.8081
C: 2.6335 1.3974 2.1479
Si: 0.8727 1.4525 2.7973
C: 0.9087 0.7466 4.5348
C: 0.1104 3.1670 2.7831
N: -0.0705 0.4372 1.6606
C: -1.3170 -0.1756 2.0694
C: -1.9381 0.0563 3.2814
C: -3.0834 -0.6520 3.6372
C: -3.5813 -1.6168 2.7783
C: -2.9965 -1.8167 1.5348
C: -1.8994 -1.0546 1.1280
N: -1.3981 -0.9934 -0.1606
Si: -2.1525 -1.6057 -1.5949
C: -4.0256 -1.3792 -1.6955
C: -1.7654 -3.4121 -1.9435
C: -1.3290 -0.5163 -2.9058
H: 3.0785 2.3913 2.0837
H: 2.7275 0.9009 1.1834
H: 3.2406 0.8101 2.8367
H: 1.8973 0.9196 4.9623
H: 0.7331 -0.3299 4.5350
H: 0.1790 1.1991 5.2038
H: 0.0287 3.5701 3.7921
H: -0.8970 3.1391 2.3610
H: 0.7050 3.8777 2.2062
H: -1.5364 0.7817 3.9738
H: -3.5577 -0.4638 4.5895
H: -4.4435 -2.2048 3.0616
H: -3.4208 -2.5472 0.8584
H: -4.4760 -0.9951 -0.7817
H: -4.5147 -2.3307 -1.9067
H: -4.2878 -0.6962 -2.5043
H: -1.3285 -3.8878 -1.0640
H: -1.0670 -3.5014 -2.7774
H: -2.6575 -3.9727 -2.2189
H: -1.4319 0.5533 -2.6601
H: -1.8154 -0.6189 -3.8771
H: -0.2736 -0.7502 -3.0711
C: 1.5167 -4.9824 0.5815
N: 1.4574 -3.8106 -0.2600
C: 1.5988 -3.9070 -1.6968
C: 1.6411 -2.4601 -2.1500
O: 1.6743 -1.9974 -3.2569
N: 1.7058 -1.7522 -0.9722
C: 1.6101 -2.5390 0.1922
N: 1.6801 -2.0147 1.3447
H: 0.8298 -5.7369 0.1987
H: 1.1991 -4.7310 1.5915
H: 2.5250 -5.4033 0.6193
H: 0.7577 -4.4230 -2.1587
H: 2.5299 -4.3994 -1.9958
H: 0.5602 -0.3631 1.4750
H: 1.6208 -2.7093 2.0824

Atomic forces in eV per Å
Mn 0.15 0.29 -0.32
I 0.05 0.04 -0.05
C -0.03 -0.05 0.06
C -0.05 -0.04 0.04
C 0.04 0.17 -0.05
I -0.12 -0.05 0.02
C -0.11 -0.04 -0.05
O 0.04 -0.28 0.19
C 0.06 -0.08 0.01
C -0.01 0.09 0.08
N -0.09 0.01 0.00
C -0.10 0.00 0.00
C 0.08 0.01 -0.04
C 0.05 -0.06 -0.01
C -0.01 -0.01 0.01
C 0.06 -0.03 -0.02
C -0.03 0.12 0.00
N -0.07 0.16 0.16
C -0.02 -0.01 0.03
H 0.01 0.00 -0.01
H -0.02 -0.06 -0.01
H 0.01 0.02 -0.13
H 0.02 0.01 0.04
H -0.03 -0.04 0.01
H -0.04 -0.01 -0.09
H 0.01 0.03 -0.01
H -0.02 0.02 0.00
H -0.01 -0.01 0.01
H -0.04 -0.01 0.00
H 0.00 0.02 -0.01
C -0.04 -0.05 0.05
Si -0.07 0.02 0.02
C 0.02 0.03 -0.09
C 0.03 -0.03 -0.03
N 0.18 -0.21 -0.26
C -0.08 -0.05 0.05
C -0.02 -0.05 0.00
C -0.03 -0.02 -0.02
C 0.01 0.04 0.05
C 0.02 0.00 0.02
C 0.03 0.09 -0.03
N -0.10 -0.46 0.11
Si 0.09 0.07 -0.02
C 0.08 0.00 0.04
C -0.01 0.04 -0.04
C 0.09 0.04 0.04
H 0.04 0.04 -0.02
H -0.03 -0.02 -0.04
H 0.04 0.01 0.06
H 0.04 0.02 0.03
H 0.02 -0.05 -0.02
H -0.03 0.02 0.03
H 0.01 0.02 0.06
H -0.03 -0.01 -0.01
H 0.01 0.02 0.00
H 0.00 0.02 0.01
H -0.02 0.00 0.03
H -0.03 -0.01 0.02
H -0.02 -0.03 -0.08
H 0.00 0.02 0.06
H 0.00 -0.03 -0.02
H -0.01 0.06 -0.04
H 0.04 -0.03 0.04
H 0.02 0.00 -0.02
H -0.06 -0.02 0.00
H -0.03 0.01 0.01
H -0.04 -0.03 -0.03
H -0.03 0.01 0.01
C -0.02 -0.01 0.02
N -0.03 -0.01 0.06
C -0.08 0.01 -0.12
C 0.16 -0.01 -0.01
O -0.02 -0.03 -0.05
N -0.02 0.15 0.00
C 0.12 0.16 0.08
N -0.06 -0.02 0.05
H 0.02 0.00 -0.01
H 0.00 0.00 -0.02
H 0.00 0.00 0.01
H 0.03 -0.02 -0.01
H -0.02 0.04 0.00
H 0.04 -0.02 0.16
H 0.00 0.06 0.00

Atomic partial charges in e from the Löwdin method, atoms 1 to 8:
1 Mn 0.63
2 I 0.94
3 C -0.73
4 C -0.23
5 C -0.57
6 I 1.12
7 C -0.20
8 O -0.03

=====

> Number 1 is which compound?

C29H39N4O2RbS

=====

> Which value of expectation value of S² does entry 1 give?

0.77

=====

> Which formula does entry 2 have?

C29H40I2MnN7O2Si2

=====

> The lowest net charge belongs to which entry?

C29H39N4O2RbS